Record 1
Here is a cluster of 2 separate species, C3H5ClS in total in a non-equilibrium geometry from the OMol25 dataset. Energies are from wB97M-V/def2-TZVPD.

Summary:
Energy: -26543.217 eV
2S+1: 3
Net charge: 0
Energy relative to the best compared isomer or geometry (same formula, charge and spin): 327.4 kJ/mol
⟨S²⟩: 2.0165
Maximum force: 0.128 hartree/bohr

```
10
C3H5ClS (wB97M-V/def2-TZVPD)
C 1.6737 -1.2722 -0.5377
C 1.3085 -0.2754 0.3204
C -1.3707 0.9133 0.4177
S -2.8460 0.4946 0.6981
Cl 2.3938 0.9439 0.8119
H 2.6648 -1.2550 -1.0191
H 0.8958 -1.9872 -0.8172
H -1.1504 1.7555 -0.3764
H 0.3927 -0.3872 0.6794
H -3.9621 1.0697 -0.1771
```

---

Record 2
Here is a structure of composition C3H5CsO3 in a non-equilibrium geometry from the OMol25 dataset. Energies are from wB97M-V/def2-TZVPD.

Summary:
Energy: -9881.281 eV
Net charge: 0
Energy relative to the best compared isomer or geometry (same formula, charge and spin): 0.0 kJ/mol
Maximum force: 0.038 hartree/bohr

```
12
C3H5CsO3 (wB97M-V/def2-TZVPD)
H -2.1183 0.0670 -0.5784
O -0.2168 -0.4549 -1.3167
C -1.0563 0.4586 -0.5572
C 0.8724 -0.8980 -0.5310
O -1.1303 1.6750 -1.0052
O -0.4636 0.4101 0.7953
C 0.3665 -0.7300 0.8935
H 1.7689 -0.2793 -0.7108
H 1.1113 -1.9405 -0.7819
H 1.1670 -0.5435 1.6211
H -0.2182 -1.6060 1.2211
Cs -0.0825 3.8416 0.9503
```

---

Record 3
Here is a cluster of 2 separate species, C3H5F in total in a non-equilibrium geometry from the OMol25 dataset. Energies are from wB97M-V/def2-TZVPD.

Summary:
Energy: -5903.539 eV
Net charge: 0
Energy relative to the best compared isomer or geometry (same formula, charge and spin): 491.3 kJ/mol
Maximum force: 0.038 hartree/bohr

```
9
C3H5F (wB97M-V/def2-TZVPD)
C -2.1130 -0.1334 0.0537
C 0.8761 -0.2541 -0.0754
C 1.9389 0.4728 0.0710
F 3.1215 -0.2488 -0.0449
H -2.4829 -0.4614 -0.9052
H -1.6507 0.7793 -0.1790
H -2.3591 -0.4730 1.0901
H 0.7756 -1.2400 -0.3603
H 1.8936 1.5586 0.3499
```

---

Record 4
Here is a cluster of 2 separate species, C3H5F2N in total in a non-equilibrium geometry from the OMol25 dataset. Energies are from wB97M-V/def2-TZVPD.

Summary:
Energy: -10111.533 eV
Net charge: 0
Energy relative to the best compared isomer or geometry (same formula, charge and spin): 463.1 kJ/mol
Maximum force: 0.092 hartree/bohr

```
11
C3H5F2N (wB97M-V/def2-TZVPD)
C 0.2644 0.8862 0.9270
C -1.0581 0.5313 0.4935
C 0.4657 -0.6137 -1.2711
N -0.1447 0.4437 -0.4555
F -2.3582 0.5411 0.5358
F -0.2976 -1.9249 1.2898
H 0.6083 2.0059 0.9769
H 0.8323 0.3695 1.6936
H 1.5348 -0.1831 -1.4052
H 0.4375 -1.4017 -0.6258
H -0.2844 -0.6543 -2.1590
```